6
Properties=species:S:1:pos:R:3:forces:R:3:nbo_charge:R:1 method="wB97M-V/def2-TZVPD" molar_mass_g_mol=86.0 de_lowest_kcal_mol=51.5 smiles=FNN(F)F fmax_ev_per_a=4.4 total_energy_ha=-409.46603 gap_ha=0.457
F -2.02030 0.03424 -1.16760 0.90 0.13 -0.08 -0.2717
F -2.24110 -0.60081 0.83764 0.66 0.39 0.40 -0.1953
H 0.13790 -0.02526 0.28868 -1.60 1.13 0.21 0.3472
N -1.84919 0.53671 0.16325 -1.35 1.21 -0.60 0.3895
N -0.56950 0.74651 0.54112 2.34 -3.71 0.68 -0.0808
F 0.04528 1.87383 0.10258 -0.95 0.84 -0.61 -0.1889

68
Properties=species:S:1:pos:R:3:forces:R:3:nbo_charge:R:1 method="wB97M-V/def2-TZVPD" molar_mass_g_mol=921.6 de_lowest_kcal_mol=61.0 total_charge=+2 fmax_ev_per_a=3.7 total_energy_ha=-8332.99005 gap_ha="0.174 / 0.173"
H 4.66172 4.87628 2.25967 -0.01 0.01 0.00 0.2389
C 1.31531 -4.84686 0.51245 0.66 -0.23 -0.04 -0.2712
H 5.30031 0.57920 -1.21976 0.01 0.03 0.01 0.2447
H 1.09786 4.53591 1.36556 0.00 0.00 -0.03 0.2362
C 1.28900 1.13033 -1.45416 -0.14 -0.10 -0.04 -0.1909
C -5.66193 2.04343 -0.22839 0.00 0.07 0.02 -0.1508
C 3.85917 4.67269 1.55496 0.03 0.05 -0.01 -0.4213
C -0.13859 -0.42151 3.92785 -0.17 -0.06 0.07 0.3387
H 2.55799 4.31637 3.06737 0.03 -0.04 0.03 0.4298
C -3.06139 2.11315 0.82194 -0.02 -0.08 0.03 -0.3111
H 2.03390 1.40392 -3.44188 0.00 -0.02 0.01 0.2411
Cl -2.71777 -0.55826 0.40554 0.10 0.08 -0.07 0.0675
H 6.19752 -1.75872 -0.19935 0.00 0.00 -0.01 0.2340
H 4.25008 4.14659 0.69004 0.02 -0.01 0.03 0.2419
C 1.94821 1.82844 -2.45052 0.05 0.04 0.01 -0.1907
H -2.67723 -1.89925 4.82333 0.01 0.00 -0.01 0.2301
C 1.71761 2.87711 0.13555 -0.01 0.08 0.04 -0.0528
C 2.68029 -4.69706 0.38840 -0.44 0.28 0.05 -0.0291
H 3.70896 1.93264 1.82164 0.01 -0.02 -0.02 0.2431
C 3.28204 -3.41220 0.26306 -0.18 -0.44 -0.01 -0.1408
H 0.95960 2.95357 2.14514 0.02 0.04 0.00 0.2397
N -1.46041 -0.45332 3.88138 -0.01 0.01 -0.09 -0.5579
H 3.91457 1.23475 -0.33498 0.00 0.02 0.01 0.2144
C 4.23657 -0.85663 -0.05055 -0.24 -0.06 0.07 0.2532
H -6.66286 2.02086 -0.63609 0.00 0.01 0.00 0.2487
C 1.56369 3.55473 1.46975 -0.07 0.00 0.01 -0.2455
H 5.44156 0.82880 0.51049 0.01 0.01 0.00 0.2211
C -3.63998 0.93836 0.35000 0.06 -0.11 -0.01 0.0643
C 4.66845 -3.21194 0.10107 0.14 0.19 -0.01 -0.1121
H -0.73707 -2.53515 6.02869 0.02 0.00 -0.02 0.2282
S 0.94237 0.20781 2.74082 0.15 0.10 -0.07 0.0429
C -5.12653 3.23790 0.22574 -0.04 -0.01 -0.03 -0.2069
Br 3.72756 -6.23686 0.39237 0.23 -0.30 -0.01 0.1478
H -0.78566 -0.98622 6.88304 0.01 0.00 0.00 0.2286
C 5.14091 -1.94343 -0.05850 0.01 -0.09 0.01 -0.2442
H 0.87069 0.16038 -1.71024 0.01 0.03 0.02 0.2227
H 0.87993 -5.83139 0.60276 0.02 -0.01 0.00 0.2575
H 2.90914 3.68617 -2.95756 0.00 0.00 0.00 0.2414
H 3.38660 5.60516 1.25475 -0.01 -0.03 -0.01 0.2353
C 2.44801 3.09372 -2.17930 -0.05 -0.08 0.01 -0.1908
H 2.78824 2.00787 3.33831 0.02 0.04 0.00 0.2397
C -4.91789 0.87641 -0.16802 0.04 -0.04 0.02 -0.2543
C 1.14722 1.62473 -0.14729 0.00 -0.03 -0.10 -0.1909
C 0.50067 -3.72750 0.52094 0.45 1.28 -0.09 -0.1127
C 1.02391 -2.41774 0.40394 1.31 -2.34 0.71 0.3381
S -1.45818 2.18317 1.57945 0.31 -0.52 -0.30 0.1298
C 3.48613 2.53667 2.69734 0.08 -0.05 0.01 -0.4304
O 0.20782 -1.43451 0.37128 -1.69 3.22 -0.65 -0.6791
H 2.61706 4.62970 -0.72841 -0.01 -0.03 0.00 0.2142
N 2.85669 3.80430 2.23654 -0.02 0.02 0.08 -0.3314
H 4.39909 2.77298 3.23848 0.00 0.00 -0.02 0.2351
N 2.94214 -1.02025 0.13812 0.41 0.45 -0.04 -0.4640
Br -1.34078 -3.95141 0.71317 -0.30 0.00 0.05 0.1190
C 4.74668 0.53574 -0.28041 0.03 -0.07 -0.04 -0.6486
H -5.31932 -0.06245 -0.52338 0.02 0.00 0.01 0.2509
C 2.30406 3.60819 -0.90448 0.00 0.02 0.04 -0.2178
N 0.29217 -0.96220 5.06481 0.06 0.10 -0.12 -0.5534
C -3.84409 3.26816 0.74651 0.01 0.07 0.06 -0.0152
H 5.33716 -4.06108 0.09337 0.00 0.00 -0.01 0.2472
H 1.26368 -1.15126 5.24308 0.01 -0.02 -0.01 0.4355
H -5.69749 4.15433 0.17686 0.01 0.00 0.00 0.2545
C -2.05423 -1.04726 5.08628 0.00 0.00 0.00 -0.2265
C -0.80908 -1.45660 5.90274 0.00 0.00 0.00 -0.2259
Os -0.25174 0.47113 0.78429 -0.07 -1.17 0.36 0.7646
H -2.66397 -0.31227 5.60808 0.01 0.01 0.00 0.2258
C 2.46403 -2.26696 0.28015 -0.89 -0.26 0.11 0.1312
Cl -3.21345 4.77724 1.30571 0.03 -0.03 0.00 0.0534
H -1.98323 0.02109 3.16277 0.00 -0.03 0.02 0.4355

33
Properties=species:S:1:pos:R:3:forces:R:3:mulliken_spin:R:1 method="wB97M-V/def2-TZVPD" spin_multiplicity=3 molar_mass_g_mol=836.9 de_lowest_kcal_mol=0.0 total_charge=-2 s_squared=2.006 fmax_ev_per_a=4.4 total_energy_ha=-9434.04333 gap_ha="0.220 / 0.227"
O 0.16588 1.10216 2.75964 0.01 -0.67 0.30 -0.0007
O -0.53483 2.41489 -4.22527 -0.27 1.16 -0.21 0.0020
F 0.40211 -0.78184 0.60690 0.03 0.44 0.16 -0.0010
O 1.36248 1.32839 -3.78813 3.50 2.56 -0.47 0.0400
Br 3.11946 -1.63937 -1.09111 0.07 0.41 -0.54 0.0899
H 0.21196 2.99529 -4.38967 -0.04 0.79 -0.28 0.0006
H 0.31441 0.17187 5.23389 -0.15 -0.38 -0.99 0.0000
C 0.11467 0.50971 0.36974 -0.93 -0.35 0.50 0.0098
F 0.61199 0.85122 -0.84310 0.21 0.49 0.67 0.0331
F -1.96697 -4.87279 -1.27128 0.35 1.27 -0.50 -0.0004
Pt 1.49913 -0.75833 -2.97066 1.17 -0.15 -0.74 1.5007
O -0.43481 0.29835 -3.53482 -2.37 -0.90 0.17 0.0891
F -1.85525 1.87331 0.52525 0.13 3.13 -0.43 -0.0001
F -0.56051 -4.24068 -3.33654 -1.00 1.04 1.93 0.0014
F -1.24221 1.33164 5.25577 -0.33 1.06 -0.17 0.0000
F 0.39169 3.06918 3.70853 -0.72 2.32 0.09 0.0000
C 0.08398 1.23277 5.13647 1.03 -3.23 -0.50 0.0000
C 0.69322 1.79031 3.82136 -2.88 -0.86 -0.96 0.0000
C 0.68728 1.43377 1.46392 0.29 0.46 -0.80 0.0040
Br 1.64766 -2.61748 -4.94416 0.27 0.91 0.30 0.2396
F -1.91883 0.22419 -0.90673 0.84 0.50 0.52 -0.0008
F 0.07297 -2.06818 -2.19290 -2.12 -1.97 1.45 -0.0239
H 1.77419 1.38970 1.39464 0.02 -0.30 0.27 0.0004
As -0.98535 -3.43844 -1.74905 -0.07 -2.14 -1.29 0.0178
F -2.40361 -2.62650 -2.51137 1.46 -0.89 0.79 0.0035
C -1.42101 0.64790 0.29659 -1.84 -2.51 -0.30 0.0032
F -1.41313 -2.66520 -0.21377 0.47 -0.45 -0.92 0.0025
F 1.98025 1.74278 3.82226 2.89 -0.61 0.61 0.0000
F 0.40886 -4.32482 -1.07030 -1.06 1.18 -0.13 0.0011
H 0.37754 2.44654 1.20616 -0.01 0.04 0.00 0.0009
F 0.72169 1.68053 6.21662 0.23 1.94 0.98 0.0000
H -2.03688 0.14977 1.04538 1.07 -1.34 0.25 0.0009
C 0.13197 1.34939 -3.82428 -0.26 -2.96 0.24 -0.0137

12
Properties=species:S:1:pos:R:3:forces:R:3:nbo_charge:R:1 method="wB97M-V/def2-TZVPD" molar_mass_g_mol=124.4 de_lowest_kcal_mol=25.7 smiles=[SiH3][SiH2]S[SiH3] fmax_ev_per_a=4.8 total_energy_ha=-1271.36573 gap_ha=0.311
H 0.06126 0.47418 1.74633 0.58 0.28 -0.26 -0.1536
H -0.07290 2.75136 -1.01893 1.51 -0.69 -0.12 -0.1237
S 0.78020 -0.55843 -1.68683 -0.23 1.56 1.12 -0.7063
Si -0.99995 -1.33791 -0.56569 0.50 1.17 -2.18 0.5471
H -2.08983 -0.84900 -1.48327 -0.04 -0.35 0.76 -0.1175
H -1.55005 -0.64474 2.70906 -0.29 -0.36 -0.64 -0.1248
H 2.30097 2.13288 -2.16195 -0.98 0.15 1.34 -0.1033
H 0.19741 -1.91792 1.98341 1.05 -0.93 0.27 -0.1324
Si 1.27251 1.93157 -0.99716 -2.12 -2.01 -3.86 0.8455
H -0.98749 -2.78266 -0.35216 0.03 -0.48 -0.57 -0.1350
H 1.67653 1.62173 0.27074 1.07 -0.02 2.20 -0.1742
Si -0.58867 -0.82105 1.55644 -1.08 1.68 1.95 0.3783

45
Properties=species:S:1:pos:R:3:forces:R:3:nbo_charge:R:1 method="wB97M-V/def2-TZVPD" molar_mass_g_mol=301.4 de_lowest_kcal_mol=64.4 smiles=CN(CCOc1ccccc1)C[C@H](O)COc1ccccc1 fmax_ev_per_a=0.7 total_energy_ha=-980.13497 gap_ha=0.332
H 1.60709 -0.32049 -0.77381 0.06 -0.06 -0.07 0.2024
C 4.42013 2.03299 0.29595 0.11 0.10 -0.05 -0.1743
O 3.82485 -1.57744 -0.18106 0.25 0.11 -0.20 -0.5113
H 2.87029 0.74518 0.96719 -0.12 -0.07 0.06 0.2154
C 3.78563 0.80559 0.40005 -0.21 -0.29 0.06 -0.3451
C 2.58206 -1.81385 0.44016 -0.52 0.05 0.10 -0.0898
H -1.75463 1.93773 -0.83537 -0.01 -0.09 0.05 0.1839
H 0.47202 1.34728 -0.01881 -0.10 -0.09 -0.05 0.1806
H 0.19530 -3.05570 1.48508 0.00 -0.06 0.02 0.1652
H -0.12236 -3.39741 -0.22980 -0.01 -0.11 -0.02 0.2006
H -5.73345 0.44361 -2.89464 -0.01 0.00 -0.08 0.2130
O -2.73285 0.73264 0.53171 -0.09 -0.07 0.11 -0.5223
H 2.54239 -2.89812 0.57355 -0.02 0.15 0.07 0.1944
C -3.96235 0.54333 -0.02526 -0.24 -0.03 0.09 0.3034
H -1.39062 -2.68733 0.77488 -0.02 -0.09 0.05 0.2040
C -0.31791 -2.69837 0.58151 -0.05 0.07 -0.02 -0.4072
H -7.07253 -0.14118 1.11552 -0.06 -0.02 0.07 0.2142
H -7.55934 -0.03583 -1.30625 -0.08 -0.01 -0.04 0.2136
N 0.09263 -1.37226 0.16637 -0.05 -0.04 0.13 -0.4545
C -6.28080 0.06699 0.41127 0.05 0.00 0.03 -0.1879
H -3.45649 0.81393 -2.10012 0.09 0.02 -0.04 0.2140
C 6.14734 1.05242 -1.03204 -0.02 -0.04 0.00 -0.1877
H 6.08189 3.12706 -0.49250 0.04 0.08 0.00 0.2131
H 0.68392 -0.28713 1.91913 -0.06 0.01 0.01 0.1777
C 5.52479 -0.17411 -0.93660 -0.15 -0.14 0.05 -0.2854
C -4.99705 0.27333 0.87113 0.19 0.04 0.00 -0.2622
C -0.38512 1.02641 0.58066 -0.37 -0.51 -0.31 0.0885
C -0.13560 -0.36759 1.18861 0.09 0.31 -0.13 -0.2502
H -4.76836 0.23078 1.92491 0.03 0.00 0.12 0.2197
O -0.52473 1.99246 1.58919 -0.09 0.22 0.34 -0.7106
C -6.55477 0.12567 -0.94640 -0.11 -0.01 -0.15 -0.2456
H 1.37379 -1.97344 -1.33548 0.09 0.08 -0.01 0.2023
H 5.93960 -1.05135 -1.40783 0.05 -0.10 -0.06 0.2216
H -1.03842 -0.64605 1.73742 0.06 0.01 0.04 0.2103
C -4.23683 0.60389 -1.38592 0.37 0.07 0.05 -0.2655
C -1.62810 0.97847 -0.31713 0.53 0.21 -0.22 -0.1011
C -5.53070 0.39391 -1.83486 -0.15 -0.03 0.03 -0.2014
C 1.40534 -1.34122 -0.44309 0.30 -0.01 0.00 -0.2435
C 4.33493 -0.31192 -0.21913 0.19 0.07 -0.08 0.3847
H 7.06740 1.14148 -1.59056 0.07 -0.01 -0.05 0.2136
H 2.54476 -1.34203 1.42930 0.03 -0.08 -0.04 0.1710
H 3.97921 2.89128 0.78140 -0.03 0.07 0.04 0.2142
H -1.50360 0.17043 -1.04624 -0.07 0.08 0.05 0.2014
H -1.38536 1.84994 2.00436 0.04 0.04 -0.01 0.4748
C 5.59657 2.16602 -0.41646 0.01 0.18 0.04 -0.2519